[1]
Formula: C3H8N
Source: OMol25
Level of theory: ωB97M-V with the def2-TZVPD basis set

Geometry (Å):
C: -1.474 0.544 0.174
C: -0.230 0.107 0.104
C: 1.035 0.556 0.772
N: 0.075 -0.969 -0.934
H: -2.267 0.556 -0.556
H: -1.588 1.113 1.093
H: 0.759 1.202 1.606
H: 1.688 0.937 -0.009
H: 1.533 -0.233 1.348
H: 0.960 -0.821 -1.424
H: 0.102 -1.881 -0.476
H: -0.592 -1.111 -1.699

The lowest unoccupied orbital energy comes out at -3.86 eV. The calculation puts the HOMO-LUMO gap at 11.257 eV. For the largest force on an atom, the calculation gives 1.9 eV/Å. The SMILES is C=C(C)[NH3+]. Its charge is +1.

---

[2]
Formula: C9H14Br2NO
Source: OMol25
Level of theory: ωB97M-V with the def2-TZVPD basis set

Geometry (Å):
C: 1.696 -1.363 -0.548
C: 2.215 0.116 -0.296
C: -0.642 -1.052 -1.371
C: 0.488 1.892 0.101
C: 0.240 -1.430 -0.168
C: 1.217 0.675 0.713
C: -2.013 -0.676 -0.964
C: -0.819 1.866 0.825
C: -1.080 0.405 0.986
N: 0.144 -0.341 0.865
O: -1.817 -0.207 2.003
Br: -2.904 -2.117 -0.138
Br: -2.297 2.590 -0.274
H: 2.033 -1.635 -1.478
H: 2.104 -2.068 0.090
H: 3.299 0.139 -0.017
H: 2.144 0.660 -1.302
H: -0.282 -0.266 -1.962
H: -0.595 -1.757 -2.167
H: 0.961 2.776 0.259
H: 0.185 1.720 -1.013
H: 0.017 -2.344 0.185
H: 1.797 0.742 1.592
H: -2.689 0.139 -1.211
H: -0.992 2.566 1.616
H: 0.324 -0.634 1.824
H: -2.736 -0.396 1.849

The lowest unoccupied orbital energy (alpha / beta) comes out at -4.26 / -4.26 eV. The calculation puts the HOMO-LUMO gap (alpha / beta) at 7.993 / 7.998 eV. For the largest force on an atom, the calculation gives 5.1 eV/Å. Its charge is +1.

---

[3]
Formula: C6H7BCl2O2
Source: OMol25
Level of theory: ωB97M-V with the def2-TZVPD basis set

Geometry (Å):
O: 2.329 -2.105 -0.832
B: 1.607 -1.864 0.302
O: 1.354 -2.817 1.196
C: 0.838 -0.510 0.382
C: 0.980 0.628 -0.327
Cl: 1.940 0.800 -1.753
C: 0.318 1.840 -0.026
C: -0.936 2.216 0.193
C: -2.133 1.437 0.169
C: -2.286 0.225 -0.396
Cl: -3.788 -0.548 -0.288
H: 2.514 -2.998 -0.886
H: 1.540 -3.677 1.052
H: 0.105 -0.442 1.205
H: 1.000 2.683 0.077
H: -1.044 3.297 0.146
H: -3.093 1.997 0.614
H: -1.246 -0.161 -0.827

The lowest unoccupied orbital energy comes out at 0.00 eV. The calculation puts the HOMO-LUMO gap at 8.484 eV. For the largest force on an atom, the calculation gives 4.4 eV/Å. The SMILES is OB(O)/C=C(Cl)/C=C\C=C\Cl.

---

[4]
Formula: C3H6LiMgO5
Source: OMol25
Level of theory: ωB97M-V with the def2-TZVPD basis set

Geometry (Å):
H: 0.489 -1.065 -2.431
C: 1.022 -1.332 -1.495
C: 0.602 -0.331 -0.428
O: -0.773 -0.451 -0.146
Mg: 4.026 -0.594 -1.240
O: 2.387 -1.352 -1.669
H: 0.635 -2.329 -1.198
H: 0.863 0.692 -0.757
H: 1.188 -0.514 0.495
C: -1.479 1.086 1.044
O: -0.845 2.184 1.143
O: -2.755 1.073 0.558
H: -2.901 1.892 0.071
Li: -0.264 1.680 2.895
O: -1.297 0.203 2.054
H: -0.898 -0.841 1.105

The lowest unoccupied orbital energy (alpha / beta) comes out at -0.70 / -1.01 eV. The calculation puts the HOMO-LUMO gap (alpha / beta) at 6.322 / 7.549 eV. The spin multiplicity is 2. For the largest force on an atom, the calculation gives 3.8 eV/Å.